C35H38N5O6PSSe2Sr | ωB97M-V/def2-TZVPD

Its gap between HOMO and LUMO is 5.395 eV. Its total charge is -2. As for the HOMO energy: -1.52 eV. For the energy, the calculation gives -7655.06225 hartree. The spin multiplicity is 1.

Last column: Mulliken charge in e.
Atoms and positions in Å:
Sr -0.85198 1.01049 -0.89138  1.278
N 1.26239 -1.30335 -3.36674  -0.376
C 1.50190 -0.35307 -4.45785  -0.879
C 1.43562 1.11649 -4.04517  0.431
O 2.14140 1.89781 -4.71011  -0.833
N 0.60156 1.41209 -3.05162  0.261
C 0.60646 2.81960 -2.64193  -1.881
C 1.42743 3.15078 -1.38059  1.088
O 2.29813 4.02252 -1.46712  -0.830
O 1.13470 2.49173 -0.32502  -0.437
H 1.75914 -0.97926 -2.54050  -0.178
H 1.69374 -2.19249 -3.60046  0.277
H 0.76617 -0.52128 -5.25290  0.375
H 2.49586 -0.47495 -4.89656  0.346
H -0.43578 3.12924 -2.44681  0.504
H 0.96887 3.46448 -3.44304  0.454
O -2.29860 3.75270 3.95136  -0.496
C -3.43658 2.89850 3.83419  -1.594
C -3.29211 1.94229 2.63215  2.515
C -4.67637 1.27061 2.56229  -1.364
O -4.79594 0.13116 1.75050  -0.334
C -2.14565 0.98554 3.01950  -1.742
Se -1.45979 -0.49214 1.90050  -0.580
C -3.01445 2.82930 1.40072  -1.123
Se -3.61698 2.19115 -0.39414  -0.790
H -2.42842 4.31455 4.71605  0.313
H -4.34262 3.50539 3.69346  0.510
H -3.55667 2.30696 4.75115  0.431
H -5.39645 2.04483 2.24963  0.330
H -4.95744 0.94827 3.57364  0.367
H -4.40349 0.37469 0.88829  0.142
H -2.44749 0.50256 3.95409  0.389
H -1.28302 1.61076 3.25429  0.542
H -1.95037 3.06934 1.37098  0.443
H -3.53628 3.77753 1.54139  0.369
O -0.50845 -2.42337 -1.59333  -0.333
N 0.55156 -2.47181 -0.72250  -0.082
C 0.23654 -2.89379 0.43063  -1.584
C 1.27500 -2.91692 1.46641  0.908
C 1.29247 -3.98819 2.35793  -0.753
C 2.26595 -4.07947 3.33638  -0.577
C 3.22357 -3.07879 3.43661  -0.826
C 3.18411 -1.99274 2.57566  -0.007
C 2.21586 -1.88367 1.57825  -0.015
P 2.03735 -0.34432 0.55760  1.895
C 2.74936 0.86281 1.73948  0.054
C 1.85725 1.34190 2.70031  -0.127
C 2.27555 2.26396 3.64429  -0.416
C 3.58606 2.72866 3.63261  -0.548
C 4.47370 2.26262 2.67563  -0.662
C 4.05657 1.33061 1.73279  0.068
C 3.38944 -0.56373 -0.66939  -0.407
C 3.95648 -1.80212 -0.96251  -0.341
C 4.82085 -1.94605 -2.04058  -0.746
C 5.12810 -0.85252 -2.83944  -0.541
C 4.57913 0.39075 -2.54735  -0.739
C 3.71869 0.53395 -1.46908  0.143
H -0.08934 -2.00161 -2.38502  0.541
H -0.77883 -3.21512 0.66001  0.516
H 0.52939 -4.75324 2.27226  0.424
H 2.27280 -4.91853 4.02192  0.357
H 3.98706 -3.12930 4.20400  0.409
H 3.90764 -1.19661 2.69914  0.443
H 0.83506 0.97416 2.69290  -0.203
H 1.56971 2.63782 4.37628  0.449
H 3.90911 3.46519 4.35951  0.327
H 5.49150 2.63463 2.65085  0.387
H 4.75215 0.98197 0.97837  0.297
H 3.70238 -2.66433 -0.35731  0.334
H 5.24579 -2.91875 -2.26225  0.374
H 5.78577 -0.96955 -3.69303  0.355
H 4.77765 1.24809 -3.17717  0.339
H 3.28678 1.50314 -1.25266  0.287
N -2.10560 0.67422 -4.19908  -0.181
C -2.88672 -0.23375 -3.55880  0.030
N -2.68957 -0.61178 -2.34210  0.998
C -3.69626 -1.47261 -1.91956  -1.016
C -3.82198 -1.99432 -0.63648  0.060
C -4.90012 -2.81559 -0.35971  -1.095
C -5.84792 -3.12894 -1.33539  -0.473
C -5.74325 -2.60138 -2.61251  -0.487
C -4.66697 -1.77022 -2.88575  0.865
S -4.29972 -0.91352 -4.35958  -0.441
H -1.13918 0.79221 -3.86184  -0.199
H -2.21676 0.76299 -5.19396  0.301
H -3.11366 -1.71177 0.13737  0.587
H -5.01635 -3.19690 0.64679  0.406
H -6.68525 -3.77132 -1.09098  0.347
H -6.48737 -2.81791 -3.36892  0.370

Cartesian forces (eV/Å) of the 2 atoms listed first:
Sr 0.244 -0.513 0.678
N -0.027 -0.107 0.007

***

C10H56ClN5O19PS | ωB97M-V/def2-TZVPD

Its gap between HOMO and LUMO is 8.378 eV. Its total charge is +1. As for the HOMO energy: -11.80 eV. For the energy, the calculation gives -3317.42010 hartree. The spin multiplicity is 1.

Last column: Mulliken charge in e.
Atoms and positions in Å:
C -0.93324 1.48878 1.20085  -0.695
C -2.10952 0.56201 0.83274  0.207
C -1.74453 -0.54709 -0.14522  -0.642
C -2.18391 -0.31907 -1.59755  0.176
C -3.67190 0.00238 -1.76443  -1.532
N -1.28717 0.67402 -2.25561  0.372
C -0.13673 0.14735 -2.70569  0.424
N 0.82443 0.77742 -3.38297  -0.577
C 1.75599 -0.14619 -3.63047  0.195
S 3.23466 0.10295 -4.47951  -0.236
N 1.41572 -1.33361 -3.13850  0.596
N 2.08474 -2.54801 -3.22789  -1.220
C 1.97364 -3.33896 -2.19120  0.842
C 2.11014 -2.87901 -0.77750  -0.608
C 1.67564 -4.76203 -2.44253  -1.298
N 0.19657 -1.15816 -2.54633  0.289
P -1.53834 2.41714 -2.56835  -0.081
O -2.72119 2.87239 -1.57103  -0.358
Cl 0.07199 3.43732 -1.69752  -0.215
H -0.68059 1.42775 2.25690  0.443
H -1.19022 2.53409 1.02978  -0.063
H -0.04020 1.26818 0.61410  -0.278
H -2.45625 0.10310 1.75417  0.866
H -2.91588 1.18715 0.46817  -0.223
H -2.09200 -1.53234 0.16575  0.468
H -0.65119 -0.62150 -0.14856  0.198
H -2.01902 -1.27898 -2.08912  0.581
H -3.84644 0.82912 -2.44833  0.321
H -4.14405 0.25230 -0.82021  0.183
H -4.21139 -0.85845 -2.14530  0.456
H 3.40104 1.39518 -4.17894  0.187
H 2.69013 -3.56774 -0.17424  0.357
H 1.10830 -2.85374 -0.32709  0.104
H 2.47003 -1.85251 -0.75657  0.193
H 0.61225 -4.87450 -2.19371  0.235
H 1.82144 -5.03809 -3.48402  0.439
H 2.21373 -5.44334 -1.78489  0.372
H -0.29353 -1.90938 -2.08295  0.301
H -2.43931 3.55295 -0.93618  0.334
O -6.56756 -0.86495 -1.17311  -0.625
H -7.15497 -0.51162 -1.84985  0.312
H -6.77138 -1.80563 -1.15857  0.302
O 5.80836 2.18241 -6.25779  -0.598
H 6.43330 2.62229 -5.67209  0.320
H 5.22878 1.68427 -5.67666  0.240
O 2.77023 -5.26940 1.41516  -0.553
H 3.38419 -5.19245 2.15356  0.284
H 2.20066 -6.00577 1.65813  0.280
O -0.77994 5.63417 0.78775  -0.560
H -0.81554 6.56562 0.54213  0.320
H -0.31756 5.21857 0.05509  0.255
O -4.00147 3.10462 1.31535  -0.570
H -4.24491 3.09192 0.38256  0.289
H -4.84591 3.03217 1.77377  0.294
O -1.30094 7.75547 3.32511  -0.632
H -1.14034 7.11992 4.03606  0.362
H -0.97474 7.27752 2.55866  0.283
O 3.48601 0.40919 0.54561  -0.470
H 4.42527 0.21984 0.42483  0.273
H 3.17620 0.65054 -0.33485  0.240
O -0.09973 6.00499 5.36454  -0.646
H -0.11864 5.22218 5.92079  0.282
H 0.76227 5.96425 4.93211  0.333
O -1.56003 -4.09054 -0.57332  -0.528
H -1.52743 -4.42794 0.32905  0.274
H -2.46482 -4.28248 -0.83524  0.259
O 2.02761 -0.85158 3.17738  -0.728
H 2.40157 -0.18527 2.58761  0.277
H 2.52679 -1.64931 2.96927  0.327
O -3.47908 -5.42536 0.77750  -0.555
H -3.42250 -5.74956 1.68372  0.273
H -4.38319 -5.60936 0.50291  0.258
O -4.61329 -0.23790 2.69006  -0.617
H -4.36780 0.60400 2.28945  0.281
H -5.41655 -0.04825 3.18529  0.303
O 5.16628 3.08041 0.26853  -0.612
H 5.79260 3.19601 0.98948  0.303
H 4.58019 2.37417 0.56043  0.346
O 0.54439 -4.36592 -5.69641  -0.636
H 0.59357 -3.72458 -4.97948  0.306
H -0.31765 -4.78383 -5.60203  0.324
O 2.16010 4.23840 4.38826  -0.575
H 2.38765 3.58253 5.05380  0.271
H 2.38793 3.83427 3.54229  0.294
O 2.14038 3.10076 1.10868  -0.433
H 1.56437 3.09780 0.33583  0.158
H 2.27355 2.17086 1.30694  0.237
O 4.64090 0.42285 3.76081  -0.606
H 4.75018 1.05254 4.48010  0.308
H 3.79043 -0.00597 3.92341  0.364
O -1.38409 -5.91255 2.54353  -0.588
H -0.69765 -6.57930 2.64532  0.283
H -0.98989 -5.10387 2.88848  0.306

Cartesian forces (eV/Å) of the 2 atoms listed first:
C -0.238 0.253 -0.072
C 0.492 0.088 0.526

***

C5H7O3 | ωB97M-V/def2-TZVPD

Its structure (SMILES) is O=CCCCC(=O)[O-]. Its gap between HOMO and LUMO is 7.891 eV. Its total charge is -1. As for the HOMO energy: -4.17 eV. For the energy, the calculation gives -420.49285 hartree. The spin multiplicity is 1.

Last column: natural (NBO) charge in e.
Atoms and positions in Å:
O 2.87157 1.25236 -0.06200  -0.568
C 2.02249 0.44518 0.23196  0.459
C 1.07934 -0.17203 -0.76174  -0.516
C -0.29348 0.52187 -0.70400  -0.381
C -1.01481 0.26435 0.63118  -0.534
C -1.82029 -1.10684 0.55616  0.766
O -2.42363 -1.29739 -0.51843  -0.784
O -1.73866 -1.81644 1.58219  -0.785
H 1.83686 0.13332 1.27249  0.103
H 1.51873 -0.10899 -1.74855  0.212
H 0.87867 -1.17902 -0.37952  0.228
H -0.23215 1.61113 -0.83189  0.178
H -0.80299 0.20949 -1.61585  0.234
H -0.26792 0.12461 1.40237  0.186
H -1.61374 1.11839 0.94561  0.200

Cartesian forces (eV/Å) of the 2 atoms listed first:
O 0.258 0.013 0.254
C -0.424 0.060 -0.668

***

C4H7N2O3 | ωB97M-V/def2-TZVPD

Its gap between HOMO and LUMO (spin up / spin down) is 6.780 / 7.291 eV. Its total charge is +1. As for the HOMO energy (spin up / spin down): -14.05 / -14.34 eV. For the energy, the calculation gives -491.22444 hartree. The spin multiplicity is 1.

Last column: natural (NBO) charge in e.
Atoms and positions in Å:
C 1.02013 -0.09385 0.04715  0.445
C -1.12359 1.03607 -0.28609  -0.064
C -0.37653 -0.32454 -0.43172  -0.337
C -1.10787 -1.45566 0.26120  -0.611
N 0.74368 1.72988 0.64606  -0.208
N 2.29391 -0.45493 -0.26509  0.500
O 3.32074 -0.51297 -0.77537  -0.053
O 1.76476 -0.94690 0.91032  -0.240
O -0.20360 2.06381 -0.23488  -0.266
H -1.86344 1.19901 -0.97523  0.231
H -1.67568 0.88828 0.72558  0.199
H -0.45729 -0.49096 -1.59156  0.284
H -2.02606 -1.56404 -0.21376  0.251
H -1.54805 -1.18345 1.31482  0.241
H -0.33661 -2.23774 0.28833  0.240
H 1.57549 2.34798 0.58024  0.389

Cartesian forces (eV/Å) of the 2 atoms listed first:
C -1.661 3.508 -0.216
C -0.096 -1.647 4.771